Density functional theory data (wB97M-V/def2-TZVPD) for a 2-piece molecular cluster, C5H14NOS overall at a distorted geometry.

Positions of all 22 atoms, in Å:
C -0.86972 -0.12257 -0.10570
N -0.40614 1.04522 -0.72930
C 0.60453 1.73131 0.17626
C 1.89868 0.93754 0.05402
S 3.12997 1.13500 1.40152
C -1.86998 -0.85232 -0.92548
C -1.22153 -1.96457 -1.69747
H -1.35571 0.20079 0.85135
H -0.07754 -0.84820 0.23634
H 0.15402 0.61760 -1.52335
H 0.30590 1.43089 1.14656
H 0.94135 2.80732 -0.03802
H 1.72680 -0.16670 0.01727
H 2.38964 1.39361 -0.89021
H -2.41379 -0.12306 -1.57508
H -2.65624 -1.14806 -0.23037
H -0.51934 -1.51325 -2.29238
H -0.64485 -2.68019 -0.81452
H -1.68566 -2.71143 -2.37502
H 0.84144 -0.40142 3.48150
H 1.25309 0.81050 2.66443
O 0.47510 0.42200 3.16764

Computed properties:
Total charge = -1
HOMO level = -2.8472 eV
HOMO-LUMO gap = 0.231 Eh
ΔE to the lowest compared entry with this formula, charge and spin = 45.5 kcal per mole
F_max = 4.91 eV/A
Total energy = -19784.282 eV

Results of the natural (NBO) charge analysis, in e, for atoms 1 through 5: -0.225, -0.623, -0.274, -0.545, -0.695